# 1
53
Properties=species:S:1:pos:R:3 method="wB97M-V/def2-TZVPD" de_lowest_kj_mol=0.0 e_tot_ha=-1948.3666 lumo_energy_ev=0.1 fmax_ev_per_a=1.98
Sr -0.46 0.57 -0.91
C 0.87 -3.98 0.10
C 0.29 -2.57 0.00
N 0.60 -1.81 -1.23
C 0.16 -2.54 -2.43
C -0.19 -1.60 -3.58
C 2.04 -1.48 -1.32
C 2.50 -0.40 -0.36
N 1.80 0.84 -0.65
C 2.22 1.99 -0.12
C 1.50 3.17 -0.46
F 0.44 3.00 -1.32
C 1.81 4.42 -0.01
F 1.07 5.47 -0.41
C 2.88 4.63 0.84
C 3.60 3.51 1.21
F 4.64 3.66 2.04
C 3.30 2.24 0.76
F 4.06 1.23 1.23
H 0.51 -4.43 1.03
H 1.96 -3.97 0.13
H 0.55 -4.61 -0.73
H 0.63 -1.98 0.86
H -0.79 -2.62 0.07
H -0.73 -3.11 -2.16
H 0.93 -3.25 -2.76
H -1.04 -0.96 -3.31
H -0.47 -2.17 -4.46
H 0.66 -0.96 -3.84
H 2.22 -1.11 -2.33
H 2.66 -2.38 -1.18
H 3.58 -0.30 -0.49
H 2.34 -0.72 0.68
H 3.13 5.62 1.21
N -2.07 0.49 3.15
C -0.92 1.04 3.64
C -0.05 1.07 2.59
N -0.66 0.56 1.47
C -1.88 0.23 1.83
C -2.83 -0.38 0.92
N -2.45 -0.93 -0.22
C -3.60 -1.35 -0.84
C -4.68 -1.05 -0.06
N -4.17 -0.45 1.06
H -2.93 0.37 3.67
H -0.81 1.35 4.66
H 0.96 1.44 2.56
H -3.57 -1.82 -1.81
H -5.73 -1.20 -0.19
H -4.72 0.07 1.73
S -3.88 2.89 1.02
C -2.98 2.35 -0.21
N -2.32 1.92 -1.08

# 2
100
Properties=species:S:1:pos:R:3 method="wB97M-V/def2-TZVPD" de_lowest_kj_mol=58.4 e_tot_ha=-3060.8661 lumo_energy_ev=-0.2 fmax_ev_per_a=1.74
K 1.10 4.68 2.26
Cd 4.25 2.49 -0.09
S 3.95 5.12 0.66
O 4.46 4.55 -0.67
O 5.00 5.77 1.42
O 2.74 5.94 0.47
O 3.58 3.83 1.41
B 1.62 1.64 0.30
F 0.87 0.59 -0.19
F 0.92 2.33 1.32
F 2.85 1.06 0.85
F 2.00 2.54 -0.74
C -1.80 -2.87 -1.18
C -0.29 -3.08 -1.27
N 0.21 -4.09 -0.35
C 1.51 -3.75 0.34
C 1.46 -2.55 1.29
C 0.36 -5.34 -1.02
C -1.01 -5.91 -1.44
H -2.02 -1.80 -1.28
H -2.15 -3.19 -0.21
H -2.30 -3.32 -2.03
H 0.02 -3.33 -2.30
H 0.17 -2.13 -1.03
H 1.71 -4.59 1.00
H 2.27 -3.60 -0.45
H 1.09 -1.59 0.93
H 0.86 -2.79 2.17
H 2.49 -2.31 1.59
H 0.77 -6.08 -0.33
H 1.01 -5.25 -1.91
H -1.73 -5.68 -0.66
H -0.97 -6.99 -1.58
H -1.31 -5.47 -2.39
C 4.06 2.82 -3.46
C 5.18 1.99 -2.87
N 4.81 1.13 -1.75
C 5.98 0.36 -1.34
C 5.75 -0.48 -0.06
C 3.71 0.21 -2.13
C 4.02 -0.77 -3.24
H 4.52 3.63 -4.03
H 3.47 3.32 -2.69
H 3.37 2.25 -4.07
H 5.71 1.42 -3.65
H 5.98 2.67 -2.54
H 6.34 -0.26 -2.17
H 6.80 1.04 -1.06
H 6.73 -0.83 0.28
H 5.37 0.13 0.77
H 5.10 -1.33 -0.21
H 2.84 0.81 -2.42
H 3.38 -0.32 -1.23
H 4.54 -0.35 -4.11
H 3.09 -1.19 -3.63
H 4.59 -1.65 -2.92
C -2.27 1.07 7.35
C -1.33 0.50 6.28
N -1.40 1.24 5.03
C -2.62 1.01 4.32
C -2.78 1.89 3.07
C -0.21 1.08 4.21
C -0.10 -0.28 3.51
H -2.05 2.10 7.63
H -2.14 0.50 8.28
H -3.33 0.96 7.13
H -0.32 0.57 6.68
H -1.58 -0.57 6.16
H -2.62 -0.03 3.91
H -3.49 1.15 4.96
H -2.00 1.74 2.33
H -3.73 1.60 2.61
H -2.95 2.95 3.28
H 0.64 1.17 4.89
H -0.17 1.88 3.48
H -0.13 -1.07 4.27
H 0.81 -0.37 2.92
H -0.90 -0.47 2.79
C -6.43 1.59 -3.20
C -5.47 0.36 -3.16
N -4.46 0.47 -2.10
C -4.62 -0.62 -1.13
C -5.87 -0.42 -0.29
C -3.09 0.52 -2.59
C -2.83 1.70 -3.54
H -5.89 2.48 -2.91
H -7.25 1.47 -2.49
H -6.80 1.74 -4.22
H -6.05 -0.55 -3.07
H -4.96 0.38 -4.13
H -4.69 -1.59 -1.65
H -3.78 -0.64 -0.43
H -6.77 -0.24 -0.88
H -6.08 -1.30 0.33
H -5.77 0.42 0.40
H -2.82 -0.41 -3.14
H -2.41 0.58 -1.76
H -3.27 2.63 -3.16
H -3.30 1.54 -4.52
H -1.77 1.84 -3.74

# 3
15
Properties=species:S:1:pos:R:3 method="wB97M-V/def2-TZVPD" de_lowest_kj_mol=273.1 e_tot_ha=-437.0394 lumo_energy_ev=0.6 fmax_ev_per_a=3.94 smiles="CO/C(N)=C/C(=O)O"
C 2.59 -0.19 0.14
C 0.27 -0.15 -0.09
C -0.86 -0.85 0.10
C -2.19 -0.18 0.01
H 2.86 0.77 -0.47
H 2.60 -0.06 1.35
H 3.41 -1.05 -0.17
H -0.65 1.62 -0.02
H 0.97 1.65 -0.70
H -0.76 -1.91 0.24
H -4.11 -0.21 0.02
N 0.34 1.24 0.13
O 1.36 -0.81 -0.40
O -3.30 -0.89 -0.01
O -2.52 1.02 -0.14

# 4
18
Properties=species:S:1:pos:R:3 method="wB97M-V/def2-TZVPD" s_squared=2.006 de_lowest_kj_mol=225.8 e_tot_ha=-306.1526 lumo_energy_ev="-4.1 / -8.0" multiplicity=3 fmax_ev_per_a=6.26 total_charge=+1
C 0.79 -0.83 0.88
C 0.30 0.96 -1.07
C -0.31 0.06 0.02
C -1.00 0.88 1.06
C -1.38 -0.93 -0.56
N 2.00 -0.66 0.60
N 1.50 0.82 -1.43
H -0.42 1.66 -1.57
H -1.94 1.17 0.58
H -0.46 1.73 1.44
H -1.33 0.15 1.79
H -2.33 -0.37 -0.44
H -1.31 -1.84 0.06
H -1.19 -1.21 -1.54
H 2.12 0.08 -0.39
H 0.39 -1.57 1.65
H 2.59 -1.21 1.22
H 1.96 1.09 -2.27

# 5
20
Properties=species:S:1:pos:R:3 method="wB97M-V/def2-TZVPD" de_lowest_kj_mol=0.0 e_tot_ha=-464.7831 lumo_energy_ev=0.4 fmax_ev_per_a=3.85 smiles="CC1=CC=CCN1B(O)O"
B 0.45 -1.57 0.72
C -1.62 1.79 -0.02
C -0.19 1.86 -0.21
C -2.21 0.61 -0.21
C 0.57 0.79 -0.18
C -1.43 -0.55 -0.59
C 2.00 0.84 -0.37
N -0.16 -0.52 0.03
O 1.68 -1.38 1.35
O -0.12 -2.87 0.69
H -2.22 2.71 -0.01
H 0.22 2.91 -0.50
H -3.33 0.65 -0.13
H -2.16 -1.38 -0.36
H -1.15 -0.72 -1.61
H 2.33 1.78 -0.91
H 2.41 0.01 -0.97
H 2.64 0.78 0.53
H 1.82 -2.12 1.86
H 0.47 -3.62 0.88

# 6
80
Properties=species:S:1:pos:R:3 method="wB97M-V/def2-TZVPD" e_tot_ha=-5999.9396 lumo_energy_ev=1.7 fmax_ev_per_a=7.85 total_charge=-1
C 3.22 0.19 -2.03
C 2.88 1.22 -0.76
O 2.83 0.69 0.47
N 2.62 2.66 -1.13
Ga 0.97 3.36 -0.36
P -0.77 2.60 -1.80
S -0.50 0.71 -2.30
C 3.81 3.56 -0.89
C 4.23 4.56 -2.16
O 4.52 3.66 0.24
H 2.22 -0.34 -2.34
H 4.09 -0.54 -1.79
H 3.56 0.89 -2.94
H 0.73 2.97 1.17
H 1.02 4.96 -0.56
H -2.07 2.79 -1.21
H -0.68 3.34 -3.06
H 4.90 4.00 -2.95
H 3.20 4.77 -2.72
H 4.67 5.58 -1.80
O -4.65 -0.83 -3.97
S -5.35 -1.90 -3.28
O -6.46 -1.64 -2.39
O -4.26 -2.82 -2.50
C -3.37 -2.20 -1.59
C -4.05 -1.87 -0.27
C -5.86 -3.11 -4.47
H -2.91 -1.31 -2.03
H -2.56 -2.92 -1.40
H -4.81 -1.09 -0.41
H -3.33 -1.51 0.46
H -4.56 -2.75 0.13
H -5.01 -3.34 -5.12
H -6.67 -2.68 -5.06
H -6.21 -4.00 -3.95
O -9.68 -5.74 -4.44
S -10.67 -5.52 -3.41
O -12.04 -5.17 -3.73
O -10.10 -4.44 -2.33
C -9.65 -3.18 -2.80
C -10.81 -2.26 -3.12
C -10.69 -6.93 -2.33
H -8.99 -3.30 -3.67
H -9.05 -2.73 -2.00
H -11.38 -2.63 -3.98
H -10.46 -1.26 -3.36
H -11.50 -2.20 -2.28
H -9.66 -7.17 -2.05
H -11.14 -7.76 -2.87
H -11.29 -6.69 -1.45
O 6.37 -2.53 0.88
S 7.57 -1.73 0.86
O 8.44 -1.61 2.01
O 7.20 -0.23 0.32
C 6.18 0.50 0.99
C 6.68 1.07 2.30
C 8.55 -2.23 -0.53
H 5.29 -0.12 1.14
H 5.89 1.32 0.33
H 6.90 0.28 3.02
H 5.93 1.74 2.74
H 7.61 1.63 2.15
H 7.91 -2.28 -1.42
H 8.97 -3.21 -0.32
H 9.36 -1.51 -0.68
O 5.12 5.97 5.95
S 4.33 4.77 5.76
O 3.08 4.55 6.46
O 5.28 3.46 5.95
C 6.02 3.33 7.16
C 5.13 2.87 8.30
C 4.03 4.57 4.02
H 6.53 4.26 7.41
H 6.79 2.57 6.98
H 4.40 3.64 8.57
H 5.72 2.65 9.19
H 4.56 1.98 8.02
H 4.97 4.70 3.48
H 3.31 5.34 3.71
H 3.60 3.58 3.85

# 7
60
Properties=species:S:1:pos:R:3 method="wB97M-V/def2-TZVPD" e_tot_ha=-2432.8431 lumo_energy_ev=-6.5 fmax_ev_per_a=5.57 total_charge=+1
Ca -2.66 2.78 -3.24
C -0.31 0.18 -0.81
C -1.21 1.12 -1.61
O -2.38 0.86 -1.96
O -0.79 2.25 -1.90
H -0.65 -0.83 -1.04
H -0.33 0.27 0.28
H 0.72 0.25 -1.16
C 1.61 1.21 4.84
C 2.55 0.92 3.62
C 1.85 1.25 2.28
O 2.65 2.21 1.75
C 3.66 2.56 2.61
O 4.43 3.46 2.42
O 3.72 1.66 3.63
H 1.00 2.11 4.93
H 2.25 1.20 5.73
H 0.97 0.35 5.02
H 2.81 -0.14 3.67
H 0.85 1.61 2.54
H 1.64 0.47 1.55
C -2.85 -2.71 -1.04
C -4.06 -2.60 -2.05
C -3.79 -1.82 -3.31
O -4.09 -2.78 -4.30
C -4.39 -3.97 -3.83
O -4.62 -4.90 -4.54
O -4.41 -3.89 -2.49
H -3.00 -3.38 -0.19
H -2.65 -1.75 -0.56
H -2.00 -3.10 -1.61
H -4.93 -2.05 -1.67
H -2.71 -1.68 -3.35
H -4.41 -0.93 -3.40
C 1.91 2.46 -3.91
C 1.85 3.80 -3.12
C 2.33 3.86 -1.73
O 3.27 4.88 -1.67
C 3.43 5.37 -2.95
O 4.18 6.32 -3.22
O 2.63 4.79 -3.76
H 1.30 1.64 -3.52
H 2.92 2.07 -4.05
H 1.61 2.64 -4.94
H 0.83 4.17 -3.17
H 2.73 2.86 -1.52
H 1.46 3.99 -1.08
C 0.10 -2.11 4.21
C -0.69 -3.17 3.41
C -1.13 -2.66 1.99
O -0.50 -3.55 1.18
C 0.13 -4.51 1.84
O 0.65 -5.46 1.31
O 0.07 -4.25 3.17
H 0.47 -2.47 5.17
H -0.50 -1.19 4.25
H 1.04 -1.87 3.72
H -1.53 -3.58 3.97
H -0.81 -1.62 1.87
H -2.20 -2.62 1.80

# 8
19
Properties=species:S:1:pos:R:3 method="wB97M-V/def2-TZVPD" s_squared=0.777 de_lowest_kj_mol=172.0 e_tot_ha=-289.7463 lumo_energy_ev="-9.8 / -12.0" multiplicity=2 fmax_ev_per_a=5.19 total_charge=+2
C -1.44 0.75 0.36
C -0.63 1.06 -0.79
C 0.66 0.26 -0.79
C 0.77 -0.86 -1.55
C 2.32 -0.32 1.07
C 1.69 0.60 0.32
N -1.69 -0.80 0.66
H -1.06 0.99 1.35
H -2.48 1.17 0.25
H -1.12 0.61 -1.65
H -0.61 2.17 -0.95
H 0.58 -0.80 -2.61
H 1.03 -1.85 -1.15
H 2.05 -1.35 0.84
H 3.30 -0.02 1.60
H 1.85 1.71 0.56
H -2.42 -1.29 0.13
H -0.77 -1.27 0.57
H -2.04 -0.77 1.77

# 9
62
Properties=species:S:1:pos:R:3 method="wB97M-V/def2-TZVPD" de_lowest_kj_mol=90.8 e_tot_ha=-1654.4739 lumo_energy_ev=0.8 fmax_ev_per_a=0.56 smiles=COc1cccc(CN(C)C[C@H]2CCCN(CCc3ccc(Cl)cc3)C2)c1OC
C 6.32 1.50 0.54
O 5.20 0.88 -0.04
C 3.95 1.21 0.43
C 3.73 2.17 1.40
C 2.45 2.48 1.82
C 1.37 1.83 1.25
C 1.56 0.87 0.27
C 2.85 0.53 -0.14
O 2.96 -0.44 -1.10
C 4.04 -1.34 -1.06
H 4.94 -0.91 -1.51
H 4.26 -1.66 -0.04
H 3.72 -2.20 -1.65
C 0.37 0.19 -0.37
N -0.23 0.90 -1.50
C 0.69 1.06 -2.60
H 0.13 1.37 -3.48
H 1.16 0.10 -2.81
H 1.47 1.80 -2.41
C -0.88 2.15 -1.16
C -2.13 1.97 -0.30
C -2.86 3.30 -0.12
C -4.16 3.08 0.66
C -5.01 2.03 -0.06
N -4.33 0.76 -0.23
C -4.23 -0.04 0.97
H -5.13 0.15 1.56
C -4.19 -1.55 0.63
C -2.81 -2.10 0.48
C -2.34 -2.58 -0.74
C -1.06 -3.09 -0.86
C -0.24 -3.14 0.25
C -0.68 -2.68 1.48
C -1.96 -2.17 1.59
H -2.31 -1.82 2.55
H -0.03 -2.72 2.34
Cl 1.37 -3.78 0.11
H -0.70 -3.46 -1.81
H -2.98 -2.54 -1.61
H -4.76 -1.70 -0.29
H -4.69 -2.09 1.43
H -3.36 0.21 1.59
C -3.08 0.95 -0.95
H -2.58 -0.01 -1.05
H -3.34 1.30 -1.96
H -5.94 1.86 0.48
H -5.27 2.40 -1.06
H -3.94 2.74 1.67
H -4.72 4.02 0.73
H -2.22 4.01 0.41
H -3.10 3.72 -1.10
H -1.85 1.59 0.69
H -0.19 2.86 -0.66
H -1.19 2.61 -2.10
H 0.69 -0.78 -0.76
H -0.41 0.03 0.37
H 0.37 2.06 1.58
H 2.30 3.22 2.58
H 4.56 2.70 1.84
H 7.19 1.07 0.04
H 6.32 2.58 0.38
H 6.39 1.29 1.61

# 10
17
Properties=species:S:1:pos:R:3 method="wB97M-V/def2-TZVPD" de_lowest_kj_mol=160.2 e_tot_ha=-384.0886 lumo_energy_ev=0.8 fmax_ev_per_a=2.07 smiles="C[C@H](O)CC=O.O"
O -1.50 1.09 -0.21
C -0.50 1.48 -0.73
C 0.76 0.65 -0.98
C 0.78 -0.87 -0.57
C 2.01 -1.50 -1.19
O -0.44 -1.51 -0.83
H -0.36 2.51 -1.14
H 0.78 0.75 -2.08
H 1.63 1.13 -0.52
H 0.81 -0.90 0.52
H 2.46 -0.98 -2.03
H 2.81 -1.69 -0.46
H 1.70 -2.52 -1.44
H -0.58 -1.86 -1.70
H -1.91 0.29 4.06
H -1.10 0.96 2.96
O -1.19 0.92 3.91

# 11
10
Properties=species:S:1:pos:R:3 method="wB97M-V/def2-TZVPD" de_lowest_kj_mol=65.3 e_tot_ha=-301.4624 lumo_energy_ev=1.0 fmax_ev_per_a=0.54 smiles=Oc1c[nH]cn1
O -0.88 1.85 0.91
C -0.49 0.71 0.31
C 0.18 0.57 -0.87
N 0.54 -0.77 -0.91
C 0.07 -1.34 0.23
N -0.61 -0.49 0.96
H -1.04 1.60 1.83
H 0.46 1.26 -1.65
H 1.43 -1.04 -1.31
H 0.32 -2.35 0.52

# 12
16
Properties=species:S:1:pos:R:3 method="wB97M-V/def2-TZVPD" de_lowest_kj_mol=119.1 e_tot_ha=-760.2705 lumo_energy_ev=-4.9 fmax_ev_per_a=4.39 smiles="C[N@H+](C=O)CC(=O)S" total_charge=+1
C 2.15 1.70 0.15
C 1.38 0.33 0.24
C -0.55 0.46 -1.18
C -0.70 -0.63 1.03
N -0.06 0.45 0.21
O 2.86 1.89 1.08
O -0.92 1.28 -1.98
S 1.98 2.81 -1.17
H 1.64 -0.57 -0.48
H 1.78 0.01 1.18
H -0.68 -0.58 -1.42
H -1.81 -0.43 1.34
H -0.74 -1.63 0.50
H -0.16 -0.65 1.93
H -0.36 1.35 0.72
H 0.89 2.71 -2.17

# 13
17
Properties=species:S:1:pos:R:3 method="wB97M-V/def2-TZVPD" de_lowest_kj_mol=498.0 e_tot_ha=-343.0118 lumo_energy_ev=0.8 fmax_ev_per_a=6.23
C -2.26 0.15 -0.99
C 2.13 -0.38 -0.61
C 3.13 0.59 0.02
C -2.12 -0.83 1.09
N -0.42 0.66 0.30
N -1.61 0.10 0.14
O 1.80 -0.60 -1.73
H -2.11 0.98 -1.71
H -3.28 -0.28 -1.12
H 1.44 -0.80 0.21
H 4.05 0.89 -0.54
H 3.44 0.19 1.00
H 2.49 1.40 0.10
H -1.70 -1.80 0.96
H -1.77 -0.50 2.07
H -3.18 -0.80 1.28
H -0.05 1.04 -0.49

Number 1: molar mass 543.10 g mol⁻¹. Number 2: molar mass 739.15 g mol⁻¹. Number 3: molar mass 117.10 g mol⁻¹. Number 4: molar mass 99.16 g mol⁻¹. Number 5: molar mass 138.96 g mol⁻¹. Number 6: molar mass 733.54 g mol⁻¹. Number 7: molar mass 507.48 g mol⁻¹. Number 8: molar mass 98.17 g mol⁻¹. Number 9: molar mass 416.99 g mol⁻¹. Number 10: molar mass 106.12 g mol⁻¹. Number 11: molar mass 84.08 g mol⁻¹. Number 12: molar mass 134.18 g mol⁻¹. Number 13: molar mass 102.14 g mol⁻¹.